A 2-piece molecular cluster, C4H10NO overall. Source: OMol25; level of theory: ωB97M-V/def2-TZVPD.

Output
Total charge: 0
Energy relative to the best compared isomer or geometry (same formula, charge and spin) in kJ/mol: 13.58
Multiplicity: 2
E in hartree: -288.3218
⟨S²⟩: 0.78

Each atom is followed by the atoms it is bonded to, with distances in Å.
Element x y z (Å)
1 O -21.4858 0.4153 0.0878  H10 0.965, H11 0.974
2 C 4.2168 0.5592 1.5875  C3 1.387, H7 1.081, H8 1.085
3 C 4.2622 -0.4872 0.6788  C2 1.387, N4 1.311, H9 1.089
4 N 5.1709 -0.7756 -0.2210  C3 1.311, C5 1.456
5 C 6.3043 0.1313 -0.3312  N4 1.456, C6 1.521, H12 1.099, H13 1.085
6 C 7.0868 -0.1853 -1.5959  C5 1.521, H14 1.089, H15 1.089, H16 1.088
7 H 4.9510 1.3466 1.6843  C2 1.081
8 H 3.3612 0.6061 2.2538  C2 1.085
9 H 3.4147 -1.1683 0.7373  C3 1.089
10 H -21.1547 0.6808 -0.7790  O1 0.965
11 H -21.0486 -0.4428 0.2298  O1 0.974
12 H 5.9612 1.1752 -0.3429  C5 1.099
13 H 6.9418 0.0186 0.5391  C5 1.085
14 H 7.9955 0.4074 -1.6865  C6 1.089
15 H 7.3954 -1.2300 -1.5835  C6 1.089
16 H 6.4551 -0.0399 -2.4699  C6 1.088

These are the Mulliken partial charges, in e, on atoms 1 to 2: number 1, O, carries -0.642; number 2, C, carries -0.790